1.
The following is a DFT calculation (ωB97M-V/def2-TZVPD) of a molecular structure, C6H9O4Yb at a distorted geometry.

Structure (XYZ):
```
20
Properties=species:S:1:pos:R:3:forces:R:3:nbo_charge:R:1
O -0.6478 1.1646 2.2917 -0.3 0.4 0.3 -0.8768
C 0.1293 0.1688 2.2928 0.4 1.2 0.7 0.9686
O 1.1565 0.1521 3.0245 0.3 0.0 0.3 -0.8772
O -0.1977 -0.8479 1.5118 -0.2 -0.1 -0.7 -0.5119
C 0.6887 -1.9597 1.3453 0.7 0.7 -0.8 -0.0556
Yb 0.4800 2.4840 4.0799 -0.2 -1.4 -1.2 0.9798
H 1.3501 -1.9806 2.2216 -0.4 -0.6 0.0 0.2087
H -0.0255 -2.7746 1.1655 0.7 -0.2 0.5 0.2007
C 1.9115 -4.3599 -0.1723 0.7 0.7 -0.1 -0.3841
C 2.4403 -3.1547 0.1188 -0.8 -1.4 1.0 -0.1778
H 1.1086 -4.4588 -0.9081 -0.1 0.0 0.6 0.1946
H 2.2974 -5.2592 0.3124 0.2 0.1 -0.7 0.2022
H 3.3160 -3.1412 0.7793 -0.2 0.1 -0.1 0.1948
C 1.6386 -1.8960 0.0567 -0.8 0.5 0.0 -0.3096
C 2.5601 -0.6838 -0.0240 0.2 -0.1 0.2 -0.0539
O 1.8004 0.4986 -0.1823 -0.2 0.1 0.0 -0.7181
H 0.9688 -1.9117 -0.8162 0.2 0.1 0.1 0.2179
H 3.2439 -0.8241 -0.8780 -0.1 0.0 0.1 0.1635
H 3.1721 -0.6291 0.8930 -0.1 -0.1 -0.1 0.1659
H 2.3855 1.2580 -0.1305 0.0 0.0 0.0 0.4684
```
Forces are in eV/Å.

Max |F|   0.037 hartree/bohr
ΔE to the lowest compared entry with this formula, charge and spin   0.0 kJ/mol
Electronic energy   -1693.6165 a.u.
2S+1   2
Total charge   0

2.
The following is a DFT calculation (ωB97M-V/def2-TZVPD) of a molecular structure, C28H26BeN2PSSbSe5 at a distorted geometry.

Structure (XYZ):
```
65
Properties=species:S:1:pos:R:3:forces:R:3:nbo_charge:R:1
Be -2.2569 0.1166 1.1942 -4.0 0.1 -2.2 1.5043
S -6.0346 0.3730 -0.5905 -1.4 0.1 -1.2 -0.2476
C -4.8356 0.2535 0.4236 1.0 -0.3 1.4 0.1694
N -3.9583 0.1597 1.2009 -0.1 -0.1 -0.6 -0.8072
N -1.8368 0.1176 -0.5429 -0.7 -0.1 0.6 -1.4616
P -0.6685 -0.9284 -0.3044 2.0 -1.1 -0.3 1.8166
C 0.9957 -0.2993 0.0189 -0.2 0.2 -0.3 -0.4730
C 1.6260 -0.2755 1.2577 -0.4 -0.1 0.2 -0.0998
C 2.9023 0.2417 1.3814 0.1 -0.1 -0.2 -0.2365
C 3.5456 0.7466 0.2659 0.1 0.0 0.0 -0.1933
C 2.9074 0.7586 -0.9667 0.2 0.0 -0.2 -0.2318
C 1.6341 0.2464 -1.0952 0.0 -0.2 0.1 -0.1858
C -0.9740 -2.3953 0.6973 -0.5 0.0 0.0 -0.4350
C -0.0577 -2.9921 1.5631 0.0 0.0 -0.3 -0.1993
C -0.5266 -3.8512 2.5422 0.2 -0.1 0.0 -0.1979
C -1.8791 -4.1546 2.6186 -0.1 0.0 0.0 -0.1730
C -2.7701 -3.6426 1.6857 0.0 -0.1 0.0 -0.2336
C -2.3211 -2.7542 0.7282 0.2 -0.1 -0.3 -0.1593
C -0.5493 -1.7823 -1.8958 0.0 0.2 -0.1 -0.3958
C -1.6227 -1.7158 -2.7690 -0.1 0.3 0.0 -0.1424
C -1.6175 -2.4618 -3.9330 0.0 -0.1 -0.2 -0.2335
C -0.5353 -3.2733 -4.2268 -0.1 0.0 -0.1 -0.2209
C 0.5281 -3.3605 -3.3385 0.2 -0.1 0.0 -0.2073
C 0.5171 -2.6337 -2.1648 0.0 0.1 0.0 -0.1890
H 1.1308 -0.6441 2.1498 0.2 0.0 -0.1 0.2770
H 3.3787 0.1959 2.3494 0.0 0.1 0.1 0.2502
H 4.5474 1.1415 0.3585 0.1 0.1 0.0 0.1986
H 3.4068 1.1575 -1.8397 0.0 0.1 0.0 0.1994
H 1.1231 0.2559 -2.0538 0.1 0.0 0.0 0.2137
H 0.9930 -2.7314 1.5342 -0.1 0.0 0.2 0.2377
H 0.1580 -4.2073 3.3075 -0.1 0.0 -0.1 0.2600
H -2.2310 -4.7571 3.4427 0.0 0.0 0.0 0.2325
H -3.8249 -3.8733 1.7427 0.0 -0.1 0.0 0.2074
H -3.0072 -2.2734 0.0325 -0.1 -0.1 0.2 0.2109
H -2.4605 -1.0673 -2.5374 0.1 0.0 0.0 0.2383
H -2.4670 -2.4023 -4.5997 0.0 0.0 -0.1 0.2058
H -0.5238 -3.8422 -5.1471 0.0 -0.1 0.0 0.2002
H 1.3694 -4.0031 -3.5592 0.0 -0.1 0.0 0.2040
H 1.3351 -2.7047 -1.4566 0.0 0.0 0.0 0.2293
C 3.3996 4.4054 -1.1509 0.0 0.0 0.0 -0.6277
C 2.0555 3.8089 -0.8605 -0.1 0.1 0.0 0.0198
C 1.6599 3.5769 0.4462 0.0 0.1 -0.2 -0.2303
C 0.4221 3.0318 0.7580 -0.2 0.0 -0.1 0.0409
C 0.0312 2.9076 2.1982 -0.1 -0.2 0.2 -0.6679
C -0.4157 2.6638 -0.3066 -0.3 0.0 0.3 -0.2664
Se -2.1577 1.8384 0.0469 1.2 2.3 -1.6 0.5646
C -0.0537 2.9109 -1.6339 -0.2 0.0 0.1 0.0861
C -0.9740 2.5762 -2.7722 -0.1 -0.1 -0.1 -0.6587
C 1.1801 3.4889 -1.8880 0.0 0.0 0.0 -0.2763
H 3.7206 5.0313 -0.3214 0.1 0.1 0.0 0.2130
H 3.3759 5.0022 -2.0616 0.0 0.1 0.0 0.2047
H 4.1446 3.6203 -1.2816 0.1 -0.1 0.0 0.2146
H 2.3264 3.8326 1.2585 0.1 0.1 0.1 0.2091
H 0.7487 3.4007 2.8469 0.1 0.2 0.0 0.2192
H -0.0003 1.8657 2.5342 -0.1 0.1 -0.1 0.2851
H -0.9573 3.3404 2.3870 0.1 -0.1 0.0 0.2216
H -1.1413 1.4970 -2.8476 -0.1 0.1 0.1 0.2320
H -0.5668 2.9164 -3.7224 0.1 0.0 0.0 0.2012
H -1.9487 3.0563 -2.6430 0.1 -0.2 0.0 0.2279
H 1.4581 3.6855 -2.9165 0.1 0.0 -0.1 0.1926
Se 1.9052 -1.7924 4.5628 0.4 0.0 -0.8 -0.9093
Sb -0.3923 -1.0221 4.8570 1.3 -0.7 2.1 1.1280
Se -0.1369 0.8466 6.3691 -0.4 0.6 -0.1 -0.8245
Se -1.4047 -2.9370 5.9506 -0.7 -0.1 -0.2 -0.8300
Se -1.4188 -0.2900 2.7166 2.1 -0.4 4.3 -1.1010
```
Forces are in eV/Å.

Max |F|   0.093 hartree/bohr
ΔE to the lowest compared entry with this formula, charge and spin   328.5 kJ/mol
Electronic energy   -14193.9317 a.u.
Total charge   -2

3.
The following is a DFT calculation (ωB97M-V/def2-TZVPD) of 2 unconnected molecules or ions with the total composition C16H34Cl3FN4O2PS2 at a distorted geometry.

Structure (XYZ):
```
63
Properties=species:S:1:pos:R:3:forces:R:3:nbo_charge:R:1
C 3.6477 -3.7888 -0.0883 0.3 0.0 -0.1 -0.6356
C 3.6617 -2.1822 0.1185 0.5 -1.1 0.0 -0.5209
S 2.0924 -1.5436 -0.6525 0.1 0.5 0.0 0.1407
C 2.3694 0.2087 -1.2643 2.0 -0.1 0.0 -0.3333
N 1.0587 0.8044 -1.5868 -0.5 -0.3 1.5 -0.5679
C 1.0971 2.2041 -2.0669 0.0 1.5 -1.0 -0.2278
C 1.6622 2.3376 -3.5854 -0.1 0.5 0.0 -0.2316
N 1.1274 1.2784 -4.4908 0.6 0.2 0.5 -0.8519
C -0.0257 0.4800 -0.6756 -1.3 -0.7 0.4 0.7955
N -1.1569 -0.3335 -1.2377 2.3 2.5 0.2 -0.9322
P -2.0500 0.5798 -2.4766 -1.6 -2.1 -2.2 0.9151
S -3.0667 -0.7340 -3.5375 0.5 0.6 0.7 -0.5390
N -0.1638 0.8400 0.5894 0.6 -0.1 -1.4 -0.3246
C 0.8624 1.6820 1.2607 0.7 0.6 2.2 -0.2528
C 1.9878 0.8126 2.0680 -0.6 0.4 0.7 -0.4723
C 1.8360 0.9946 3.6715 0.6 -0.9 -1.1 0.0405
F 0.8727 -0.0031 4.1250 1.3 1.8 -0.6 -0.3833
C -1.3490 0.4252 1.4363 -1.3 0.2 1.1 -0.2502
C -2.6136 1.4262 1.2299 -0.2 -0.3 -0.2 -0.4227
C -3.9797 0.6150 1.5042 0.1 -0.4 -0.4 -0.4266
C -4.8505 0.3917 0.1572 0.4 0.4 0.8 -0.0819
O -6.1891 -0.0113 0.6182 0.7 -1.7 -1.9 -0.5608
C -6.5439 -1.2683 0.0096 0.2 -3.3 1.0 0.8047
C -7.2745 -1.2651 -1.4193 -0.3 0.2 0.7 -0.7440
O -6.2987 -2.3540 0.5938 -0.8 4.6 -2.1 -0.5390
H 3.1991 -4.0940 -1.0901 0.6 0.5 1.3 0.2309
H 4.7300 -4.1587 -0.0575 -1.5 0.5 0.0 0.2378
H 3.0829 -4.3486 0.7283 0.6 1.0 -1.0 0.2263
H 4.5379 -1.7442 -0.4675 -1.2 -0.5 1.0 0.2376
H 3.7317 -1.9940 1.2510 -0.1 0.2 -1.9 0.2354
H 3.0070 0.8369 -0.5272 -1.1 -0.9 -0.9 0.1985
H 2.9934 0.1205 -2.2239 -1.1 0.3 1.3 0.2374
H 0.0320 2.6488 -2.0086 1.7 -0.8 -0.1 0.2183
H 1.7782 2.8702 -1.4298 -0.9 -0.9 -0.7 0.2006
H 2.8067 2.3910 -3.5780 -1.4 -0.2 0.2 0.1838
H 1.2992 3.3440 -4.0139 0.6 -1.4 0.9 0.2212
H 1.3088 0.3472 -4.0922 0.0 0.5 -0.3 0.3608
H 1.6000 1.3219 -5.4128 -0.5 0.0 0.9 0.3866
H -0.6660 -1.0801 -1.7721 -0.7 0.4 0.1 0.4411
H -1.2055 1.2656 -3.4119 0.1 0.0 1.1 0.0413
H -2.9910 1.5116 -1.9340 1.1 -0.2 0.5 0.0114
H 1.3620 2.4676 0.6111 -0.9 -1.4 0.4 0.2427
H 0.3078 2.2659 2.0905 0.7 -0.8 -1.6 0.2396
H 3.0087 1.2179 1.7393 -1.4 -0.8 0.6 0.2361
H 1.8782 -0.3148 1.8801 0.3 1.8 0.0 0.2614
H 1.4870 2.0462 3.9408 0.4 -1.6 -0.1 0.1835
H 2.8609 0.7363 4.1302 -1.8 0.5 -0.4 0.2005
H -1.0695 0.4917 2.5553 0.0 -0.2 -2.0 0.2594
H -1.6640 -0.6568 1.2417 0.7 1.7 -0.2 0.2655
H -2.5259 2.3455 1.9160 0.0 -1.5 -1.0 0.2336
H -2.6580 1.8262 0.1588 0.3 -0.6 1.4 0.1959
H -3.7172 -0.4436 1.8785 -0.6 1.7 -0.3 0.2225
H -4.6275 1.1559 2.2816 0.9 -0.9 -1.2 0.2461
H -4.9672 1.3719 -0.4161 0.2 -1.2 0.7 0.1813
H -4.3806 -0.4129 -0.5257 -0.7 1.3 1.1 0.2042
H -7.8739 -0.3011 -1.5613 1.0 -1.3 0.2 0.2382
H -6.5076 -1.3796 -2.2544 -0.9 0.2 1.2 0.2541
H -7.9996 -2.1608 -1.4586 1.3 1.4 0.2 0.2590
C 6.1624 -2.3072 3.5468 0.3 -0.2 0.1 -0.2800
Cl 6.6881 -2.6972 1.9027 -0.1 0.0 0.1 0.0180
Cl 7.5563 -2.1038 4.6137 -0.3 0.0 -0.2 0.0485
Cl 5.1591 -0.8469 3.5486 0.0 0.0 0.0 -0.0127
H 5.5628 -3.1350 3.9204 0.1 0.2 -0.1 0.2360
```
Forces are in eV/Å.

Max |F|   0.099 hartree/bohr
Electronic energy   -3617.3147 a.u.
Total charge   +1

4.
The following is a DFT calculation (ωB97M-V/def2-TZVPD) of a gas-phase ion, C3H7ClO2P (charge -1) at a distorted geometry.

Structure (XYZ):
```
14
Properties=species:S:1:pos:R:3:forces:R:3:nbo_charge:R:1
C -0.8966 -1.1848 0.0151 -1.2 -1.7 -0.6 -0.6411
C -0.1609 0.1230 0.3852 -1.5 -1.1 1.7 -0.6349
C -0.7946 1.3427 -0.1592 -1.1 1.9 -2.0 -0.6194
P 1.5309 -0.1658 -0.1942 3.1 -5.8 3.1 1.9546
O 1.6431 0.0453 -1.6449 -0.2 0.0 -0.6 -1.1253
O 2.2339 -1.8038 0.6962 -2.8 5.5 -3.0 -1.0983
Cl 2.6557 1.2648 0.7369 0.2 0.6 0.4 -0.3760
H -0.9965 -1.3887 -1.1240 0.2 0.6 1.8 0.2069
H -0.1020 -1.8528 0.4068 -1.0 -0.9 -0.3 0.2765
H -1.9897 -1.4763 0.5170 2.9 1.3 -1.0 0.1871
H -0.2168 0.0473 1.5009 0.6 0.6 -0.7 0.2375
H -0.3501 2.3261 0.1196 -0.1 -0.8 0.2 0.2126
H -1.9182 1.4130 0.0325 1.4 -0.3 -0.1 0.1944
H -0.6382 1.3100 -1.2879 -0.5 0.0 1.2 0.2256
```
Forces are in eV/Å.

Max |F|   0.141 hartree/bohr
ΔE to the lowest compared entry with this formula, charge and spin   294.6 kJ/mol
Electronic energy   -1070.5796 a.u.
Total charge   -1

Please write out number 1 again, unchanged.
The following is a DFT calculation (ωB97M-V/def2-TZVPD) of a molecular structure, C6H9O4Yb at a distorted geometry.

Structure (XYZ):
```
20
Properties=species:S:1:pos:R:3:forces:R:3:nbo_charge:R:1
O -0.6478 1.1646 2.2917 -0.3 0.4 0.3 -0.8768
C 0.1293 0.1688 2.2928 0.4 1.2 0.7 0.9686
O 1.1565 0.1521 3.0245 0.3 0.0 0.3 -0.8772
O -0.1977 -0.8479 1.5118 -0.2 -0.1 -0.7 -0.5119
C 0.6887 -1.9597 1.3453 0.7 0.7 -0.8 -0.0556
Yb 0.4800 2.4840 4.0799 -0.2 -1.4 -1.2 0.9798
H 1.3501 -1.9806 2.2216 -0.4 -0.6 0.0 0.2087
H -0.0255 -2.7746 1.1655 0.7 -0.2 0.5 0.2007
C 1.9115 -4.3599 -0.1723 0.7 0.7 -0.1 -0.3841
C 2.4403 -3.1547 0.1188 -0.8 -1.4 1.0 -0.1778
H 1.1086 -4.4588 -0.9081 -0.1 0.0 0.6 0.1946
H 2.2974 -5.2592 0.3124 0.2 0.1 -0.7 0.2022
H 3.3160 -3.1412 0.7793 -0.2 0.1 -0.1 0.1948
C 1.6386 -1.8960 0.0567 -0.8 0.5 0.0 -0.3096
C 2.5601 -0.6838 -0.0240 0.2 -0.1 0.2 -0.0539
O 1.8004 0.4986 -0.1823 -0.2 0.1 0.0 -0.7181
H 0.9688 -1.9117 -0.8162 0.2 0.1 0.1 0.2179
H 3.2439 -0.8241 -0.8780 -0.1 0.0 0.1 0.1635
H 3.1721 -0.6291 0.8930 -0.1 -0.1 -0.1 0.1659
H 2.3855 1.2580 -0.1305 0.0 0.0 0.0 0.4684
```
Forces are in eV/Å.

Max |F|   0.037 hartree/bohr
ΔE to the lowest compared entry with this formula, charge and spin   0.0 kJ/mol
Electronic energy   -1693.6165 a.u.
2S+1   2
Total charge   0